Molecular formula: C43H47BBiF2N8S2Se
Method: DFT, the ωB97M-V functional and the def2-TZVPD basis

Calculated values
DFT total energy = -156239.0367 eV
Charge = +1
Energy relative to the best compared isomer or geometry (same formula, charge and spin) = 57.9 kcal/mol
HOMO level (spin up / spin down) = -9.04 / -9.20 eV

Each line ends with the Mulliken charge.
CARTESIAN COORDINATES (ANGSTROEM)
Bi1 -0.3163 -0.5232 1.1553  1.036
C1 1.7988 2.2763 0.0144  -1.323
C2 2.3053 0.9083 -0.4694  0.721
N1 2.3243 -0.0904 0.5947  0.708
C3 3.1289 0.2082 1.7722  -1.249
C4 2.3924 -0.1982 3.0501  0.165
N2 0.9778 0.2102 3.0837  0.028
C5 0.6943 1.6080 3.4533  -0.605
C6 1.0987 2.6180 2.3797  -0.941
N3 0.7377 2.2018 1.0222  -0.202
H1 2.6349 2.8575 0.4129  0.501
H2 1.4445 2.8222 -0.8612  0.493
H3 1.6450 0.5223 -1.2462  -1.002
H4 3.2953 1.0519 -0.9213  0.589
H5 2.5639 -0.9905 0.1975  -0.454
H6 4.0911 -0.3118 1.7594  0.626
H7 3.3592 1.2702 1.7815  0.335
H8 2.4034 -1.2874 3.1198  -0.605
H9 2.9287 0.1930 3.9207  0.446
H10 0.4899 -0.3804 3.7530  0.327
H11 -0.3798 1.6587 3.6324  0.115
H12 1.2065 1.8603 4.3870  0.461
H13 0.6416 3.5771 2.6371  0.584
H14 2.1751 2.7815 2.4156  0.384
H15 -0.0993 2.6700 0.7089  0.163
S1 -2.3178 -0.5426 -1.3780  0.192
C7 -0.8681 -0.0217 -2.2438  -0.672
N4 -0.5011 1.1975 -2.7577  1.016
C8 0.4840 1.1594 -3.8397  -0.727
C9 0.6221 -0.2444 -4.4394  -0.800
N5 0.7889 -1.2548 -3.4030  0.761
C10 1.6363 -2.4116 -3.6341  -1.641
C11 3.0846 -2.1452 -3.2983  0.174
C12 3.9664 -1.6558 -4.2536  -0.390
C13 5.2755 -1.3406 -3.9105  -0.715
C14 5.7198 -1.5315 -2.6110  -0.677
C15 4.8542 -2.0521 -1.6566  -0.388
C16 3.5459 -2.3526 -2.0023  0.503
C17 -0.2140 -1.1787 -2.4663  -0.116
S2 -1.3714 -2.3745 -1.7898  -0.188
C18 -1.3056 2.3883 -2.5717  -0.493
C19 -2.2128 2.7177 -3.7362  0.504
C20 -2.0286 3.8888 -4.4591  -0.152
C21 -2.8521 4.1921 -5.5367  -0.717
C22 -3.8661 3.3203 -5.8981  -0.430
C23 -4.0562 2.1449 -5.1808  -0.911
C24 -3.2354 1.8457 -4.1057  -0.223
H16 1.4607 1.4896 -3.4695  0.134
H17 0.1698 1.8483 -4.6292  0.596
H18 1.4957 -0.2518 -5.0897  0.419
H19 -0.2670 -0.4670 -5.0436  0.286
H20 1.5440 -2.7135 -4.6815  0.606
H21 1.2640 -3.2398 -3.0251  0.520
H22 3.6345 -1.5287 -5.2778  0.446
H23 5.9525 -0.9595 -4.6636  0.414
H24 6.7439 -1.3015 -2.3489  0.424
H25 5.2090 -2.2502 -0.6526  0.506
H26 2.8768 -2.8055 -1.2777  0.087
H27 -0.6454 3.2423 -2.3860  0.465
H28 -1.8952 2.2338 -1.6648  -0.752
H29 -1.2350 4.5726 -4.1788  0.395
H30 -2.6986 5.1073 -6.0926  0.426
H31 -4.5085 3.5535 -6.7364  0.408
H32 -4.8476 1.4619 -5.4599  0.436
H33 -3.3904 0.9277 -3.5503  0.391
Se1 0.6832 -4.7154 0.1461  0.193
N6 0.9797 -3.8265 1.7607  -0.289
C25 2.3141 -4.0135 2.1087  0.885
C26 2.9315 -3.6263 3.2990  -0.652
C27 4.2819 -3.8713 3.4645  -0.758
C28 5.0321 -4.5075 2.4642  -0.607
C29 4.4332 -4.9280 1.3032  -0.666
C30 3.0538 -4.7047 1.1097  0.360
N7 2.3948 -5.1418 0.0116  -0.803
H34 2.3586 -3.1701 4.0926  0.691
H35 4.7614 -3.5810 4.3893  0.448
H36 6.0864 -4.6885 2.6222  0.422
H37 4.9847 -5.4462 0.5310  0.512
N8 -1.7772 0.0370 2.5851  -0.436
C31 -2.9440 0.5187 2.6651  -0.121
C32 -3.6885 1.1505 1.5289  -0.111
C33 -4.9372 0.6657 1.1536  -0.229
C34 -5.6115 1.2268 0.0782  -0.980
C35 -5.0685 2.3114 -0.5966  -0.485
C36 -3.8406 2.8261 -0.2023  -0.270
C37 -3.1485 2.2335 0.8447  0.038
C38 -3.6634 0.4624 3.9768  0.529
C39 -4.5650 1.4592 4.3419  -0.261
C40 -5.1804 1.4214 5.5845  -0.837
C41 -4.9184 0.3749 6.4569  -0.429
C42 -4.0323 -0.6307 6.0903  -0.673
C43 -3.4007 -0.5827 4.8589  -0.356
H38 -5.3740 -0.1625 1.6978  0.554
H39 -6.5712 0.8274 -0.2205  0.431
H40 -5.6050 2.7658 -1.4189  0.458
H41 -3.4353 3.6919 -0.7107  0.478
H42 -2.1888 2.6303 1.1606  0.310
H43 -4.7809 2.2691 3.6559  0.435
H44 -5.8690 2.2059 5.8681  0.410
H45 -5.4109 0.3383 7.4193  0.396
H46 -3.8380 -1.4538 6.7649  0.422
H47 -2.7045 -1.3563 4.5612  0.503
F1 0.1349 -2.6102 3.6629  -0.189
B1 -0.0829 -3.1447 2.4410  0.360
F2 -1.3474 -3.4364 2.0968  -0.103

Forces on the atoms, in the same order (eV/Å):
Bi 0.3 0.5 -0.5
C 0.1 0.0 0.0
C 0.0 0.1 0.0
N -0.1 -0.2 0.0
C 0.0 0.0 0.0
C 0.0 0.0 0.0
N -0.1 0.0 -0.1
C 0.0 0.0 -0.1
C 0.0 0.0 0.0
N -0.1 0.0 0.0
H 0.0 0.0 0.0
H 0.0 0.0 0.0
H 0.0 0.0 0.0
H 0.0 0.0 0.0
H 0.2 0.0 0.0
H 0.0 0.0 0.0
H 0.0 0.0 0.0
H 0.0 0.1 0.0
H 0.0 0.0 0.0
H 0.0 0.0 0.0
H 0.0 0.0 0.0
H 0.0 0.0 0.0
H 0.0 0.0 0.0
H 0.0 0.0 0.0
H 0.1 0.0 0.0
S -0.2 0.0 0.0
C 0.2 0.1 0.2
N 0.0 -0.1 0.0
C 0.0 -0.1 0.0
C 0.0 0.0 -0.1
N 0.0 0.1 0.0
C -0.1 0.0 0.0
C 0.0 0.0 0.0
C 0.0 0.0 0.0
C 0.0 0.0 0.0
C 0.0 0.0 0.0
C 0.0 0.0 0.0
C 0.0 0.0 0.0
C 0.0 0.0 0.0
S 0.0 0.0 0.0
C 0.0 -0.1 0.0
C 0.0 0.0 0.0
C 0.0 0.0 0.0
C 0.0 0.0 0.0
C 0.0 0.0 0.0
C 0.0 0.0 0.0
C 0.0 0.0 0.0
H 0.0 0.0 0.0
H 0.0 0.0 0.0
H 0.0 0.0 0.0
H 0.0 0.0 0.0
H 0.0 -0.1 0.0
H 0.0 0.0 0.0
H 0.0 0.0 0.0
H 0.0 0.0 0.0
H 0.0 0.0 0.0
H 0.0 0.0 0.0
H 0.0 0.0 0.1
H 0.0 0.0 0.0
H 0.0 0.0 0.0
H 0.0 0.0 0.0
H 0.0 0.0 0.0
H 0.0 0.0 0.0
H 0.0 0.0 0.0
H 0.0 0.0 0.0
Se -0.1 0.0 0.0
N -0.2 0.1 0.0
C 0.1 0.1 0.0
C -0.1 -0.1 0.0
C 0.0 0.0 0.0
C 0.0 0.0 0.1
C 0.0 0.0 0.0
C 0.0 0.0 0.0
N 0.1 0.0 0.0
H 0.0 0.0 0.0
H 0.0 0.0 0.0
H 0.0 0.0 0.0
H 0.0 0.0 0.0
N 0.0 0.0 0.5
C -0.1 -0.1 0.0
C 0.0 0.0 0.0
C 0.0 0.0 -0.1
C 0.0 0.0 0.0
C 0.0 0.0 0.0
C -0.1 0.0 0.0
C 0.1 0.0 0.0
C 0.0 0.0 -0.1
C 0.0 0.0 0.0
C 0.0 0.0 0.0
C 0.0 0.0 0.0
C 0.0 0.0 0.0
C 0.0 0.0 0.0
H 0.0 0.0 0.0
H 0.0 0.0 0.0
H 0.0 0.0 0.0
H 0.0 0.0 0.0
H 0.0 0.0 0.0
H 0.0 0.0 0.0
H 0.0 0.0 0.0
H 0.0 0.0 0.0
H 0.0 0.0 0.0
H 0.0 0.0 0.0
F 0.0 0.1 -0.1
B 0.1 -0.7 0.4
F 0.0 0.1 -0.1

Molecular formula: C43H48IrN2O4S2Se
Method: DFT, the ωB97M-V functional and the def2-TZVPD basis

Calculated values
DFT total energy = -146398.7273 eV
Charge = 0
Energy relative to the best compared isomer or geometry (same formula, charge and spin) = 0.0 kcal/mol
HOMO level (spin up / spin down) = -7.77 / -7.71 eV
<S²> = 0.761
Spin multiplicity = 2

Each line ends with the Löwdin spin population.
CARTESIAN COORDINATES (ANGSTROEM)
Ir1 1.5953 -1.4281 -0.5581  0.370
C1 -0.8725 3.0084 4.8886  0.000
C2 -0.7152 1.5457 5.3276  0.001
C3 -1.9554 1.1506 6.1301  0.000
C4 0.5089 1.4215 6.2454  0.000
C5 -0.5240 0.6677 4.0911  0.006
C6 0.5852 0.8565 3.2807  0.000
C7 0.7368 0.0878 2.1423  0.008
Se1 2.1843 0.4006 0.9261  0.015
C8 1.3038 1.7110 -0.1561  0.008
C9 1.3142 3.0345 0.2460  0.000
C10 0.5689 3.9695 -0.4505  0.005
C11 -0.1519 3.5025 -1.5519  -0.001
C12 -0.1676 2.1817 -1.9852  0.004
C13 0.5959 1.2402 -1.2555  0.000
O1 0.6404 -0.0384 -1.6321  0.019
C14 -0.9580 1.7581 -3.2257  0.000
C15 -1.9566 0.6405 -2.8864  0.000
C16 0.0371 1.2847 -4.2950  0.000
C17 -1.7659 2.9147 -3.8221  0.000
C18 0.5414 5.4235 0.0169  0.001
C19 1.9709 5.9817 0.0471  0.000
C20 -0.0578 5.4881 1.4289  0.000
C21 -0.2998 6.3086 -0.9031  0.000
C22 -0.1617 -0.9024 1.7654  0.000
O2 0.0364 -1.6335 0.6766  0.025
C23 -1.2998 -1.1171 2.5762  0.005
C24 -1.4349 -0.3193 3.7065  -0.001
C25 -2.3333 -2.1783 2.1960  0.000
C26 -1.6880 -3.5739 2.2021  0.000
C27 -2.9138 -1.8749 0.8049  0.000
C28 -3.5014 -2.2086 3.1848  0.000
H1 -0.9692 3.6609 5.7599  0.000
H2 -1.7605 3.1319 4.2655  0.000
H3 -0.0109 3.3454 4.3098  0.000
H4 -2.0454 1.8010 7.0019  0.000
H5 -1.8944 0.1199 6.4856  0.000
H6 -2.8689 1.2581 5.5422  0.000
H7 0.3548 1.9950 7.1622  0.000
H8 1.4121 1.8022 5.7658  0.000
H9 0.6869 0.3795 6.5167  0.000
H10 1.3256 1.6125 3.5186  0.000
H11 1.8924 3.3190 1.1184  0.000
H12 -0.7402 4.2157 -2.1070  0.000
H13 -1.4658 -0.2506 -2.5044  0.000
H14 -2.5195 0.3699 -3.7830  0.000
H15 -2.6702 0.9867 -2.1345  0.000
H16 0.6383 0.4534 -3.9334  0.000
H17 0.7094 2.0999 -4.5729  0.000
H18 -0.4942 0.9606 -5.1937  0.000
H19 -2.4945 3.3123 -3.1121  0.000
H20 -2.3156 2.5457 -4.6898  0.000
H21 -1.1291 3.7338 -4.1624  0.000
H22 2.5943 5.4512 0.7687  0.000
H23 1.9599 7.0365 0.3304  0.000
H24 2.4427 5.8927 -0.9330  0.000
H25 0.5072 4.8716 2.1300  0.000
H26 -1.0892 5.1302 1.4282  0.000
H27 -0.0493 6.5155 1.8008  0.000
H28 0.0942 6.3214 -1.9215  0.000
H29 -0.2904 7.3336 -0.5283  0.000
H30 -1.3401 5.9797 -0.9410  0.000
H31 -2.3007 -0.4781 4.3308  0.000
H32 -0.8654 -3.6326 1.4930  0.000
H33 -2.4333 -4.3267 1.9325  0.000
H34 -1.3061 -3.8161 3.1966  0.000
H35 -2.1469 -1.8926 0.0335  0.000
H36 -3.3883 -0.8908 0.7963  0.000
H37 -3.6751 -2.6185 0.5559  0.000
H38 -3.1762 -2.4549 4.1979  0.000
H39 -4.2134 -2.9735 2.8703  0.000
H40 -4.0323 -1.2546 3.2141  0.000
S1 4.5849 -1.1599 -0.2270  0.463
C29 4.1980 -1.3666 -1.8698  0.046
N1 2.9242 -1.4571 -2.1636  0.006
C30 2.6896 -1.5743 -3.5322  -0.001
C31 1.4577 -1.6388 -4.1737  0.000
C32 1.4398 -1.7637 -5.5493  0.000
C33 2.6225 -1.8064 -6.2908  0.000
C34 3.8514 -1.7178 -5.6635  0.000
C35 3.8703 -1.5992 -4.2801  0.002
S2 5.2552 -1.4538 -3.2299  0.006
H41 0.5393 -1.5812 -3.6106  0.000
H42 0.4863 -1.8228 -6.0571  0.000
H43 2.5800 -1.9011 -7.3676  0.000
H44 4.7710 -1.7381 -6.2331  0.000
O3 -0.8373 -3.6938 -2.9936  0.001
C36 -0.0710 -4.0215 -2.1282  0.000
N2 0.7698 -3.1974 -1.3763  0.002
C37 1.4119 -3.9284 -0.4580  0.000
O4 2.1780 -3.2923 0.3064  0.005
C38 1.0544 -5.3556 -0.5441  0.000
C39 1.4265 -6.4722 0.1716  0.000
C40 0.8412 -7.6825 -0.1971  0.000
C41 -0.0781 -7.7482 -1.2377  0.000
C42 -0.4500 -6.6073 -1.9501  0.000
C43 0.1345 -5.4183 -1.5839  0.000
H45 2.1367 -6.4116 0.9851  0.000
H46 1.1021 -8.5862 0.3373  0.000
H47 -0.5145 -8.7042 -1.4962  0.000
H48 -1.1694 -6.6498 -2.7569  0.000

Forces on the atoms, in the same order (eV/Å):
Ir -1.0 0.1 -0.4
C 0.0 0.0 0.0
C 0.0 0.0 0.0
C 0.0 0.0 0.0
C 0.0 0.0 0.0
C 0.1 0.1 0.0
C 0.0 0.1 0.0
C 0.0 -0.1 -0.1
Se 0.0 0.3 0.0
C 0.1 -0.1 0.1
C 0.0 0.0 0.0
C 0.0 0.0 0.0
C 0.0 0.0 0.0
C -0.1 0.0 -0.1
C 0.0 0.1 -0.1
O 0.2 -0.2 0.3
C 0.0 0.0 -0.1
C 0.0 0.0 0.0
C 0.0 0.0 0.1
C 0.0 0.0 0.0
C 0.0 0.0 0.0
C 0.0 0.0 0.0
C 0.0 0.0 0.0
C 0.0 0.0 0.0
C -0.1 0.0 0.0
O 0.3 0.0 0.0
C 0.1 0.0 0.0
C 0.0 -0.1 0.0
C 0.0 0.0 0.0
C 0.0 0.0 0.0
C 0.0 0.0 0.0
C 0.0 0.0 0.0
H 0.0 0.0 0.0
H 0.0 0.0 0.0
H 0.0 0.0 0.0
H 0.0 0.0 0.0
H 0.0 0.0 0.0
H 0.0 0.0 0.0
H 0.0 0.0 0.0
H 0.0 0.0 0.0
H 0.0 0.0 0.0
H 0.0 0.0 0.0
H 0.0 0.0 0.0
H 0.0 0.0 0.0
H 0.0 0.0 0.0
H 0.0 0.0 0.0
H 0.0 0.0 0.0
H -0.1 0.3 0.0
H 0.0 0.0 0.0
H 0.0 0.0 0.0
H 0.0 0.0 0.0
H 0.0 0.0 0.0
H 0.0 0.0 0.0
H 0.0 0.0 0.0
H 0.0 0.0 0.0
H 0.0 0.0 0.0
H 0.0 0.0 0.0
H 0.0 0.0 0.0
H 0.0 0.0 0.0
H 0.0 0.0 0.0
H 0.0 0.0 0.0
H 0.0 0.0 0.0
H 0.0 0.0 0.0
H 0.0 0.0 0.0
H 0.0 0.0 0.0
H 0.0 0.0 0.0
H 0.0 0.0 0.0
H 0.0 0.0 0.0
H 0.0 0.0 0.0
H 0.0 0.0 0.0
H 0.0 0.0 0.0
H 0.0 0.0 0.0
S 0.3 -0.2 0.0
C -0.4 0.0 0.2
N 0.2 0.2 0.1
C 0.0 0.1 -0.1
C 0.0 -0.3 0.0
C 0.0 0.0 0.0
C 0.0 0.0 0.0
C 0.0 0.0 0.0
C 0.0 0.0 0.0
S 0.1 0.0 0.0
H 0.0 -0.1 0.1
H 0.0 0.0 0.0
H 0.0 0.0 0.0
H 0.0 0.0 0.0
O 0.1 0.0 0.0
C -0.3 0.1 0.1
N 0.4 0.0 -0.1
C 0.0 0.1 0.0
O 0.1 -0.1 0.1
C 0.0 0.0 0.0
C 0.0 0.0 0.0
C 0.0 0.0 0.0
C 0.0 0.0 0.0
C 0.0 0.0 0.0
C 0.1 0.0 0.0
H 0.0 0.0 0.0
H 0.0 0.0 0.0
H 0.0 0.0 0.0
H 0.0 0.0 0.0

Q: The lowest charge belongs to which entry?
A: C43H48IrN2O4S2Se

Q: The highest energy relative to the best compared isomer or geometry (same formula, charge and spin) belongs to which entry?
A: C43H47BBiF2N8S2Se